Formula: C7H13N2O2
Source: the Open Molecules 2025 dataset
Level of theory: ωB97M-V with the def2-TZVPD basis set

```
24
Properties=species:S:1:pos:R:3:mulliken_charge:R:1
H -0.89334 2.86490 0.79507 0.42
N -1.00175 -1.20858 -1.99649 0.45
H 0.59636 -1.73170 3.16085 0.33
H 2.03533 0.73286 2.63951 0.29
H 0.85795 0.32254 4.04036 0.36
C -0.01006 1.03034 2.02316 -0.59
H -0.10096 1.96682 2.50464 0.63
H -1.04174 -1.65203 -4.02993 0.34
H -2.60706 -1.96218 -3.01585 0.34
O 1.00079 -1.14692 2.44466 -0.47
C 0.73677 0.37133 -0.06574 0.57
H 2.17660 -0.78293 -1.08752 0.44
H 0.86811 -1.88229 -2.44638 0.27
H -1.21074 -3.06636 -2.86258 0.33
C -0.10504 2.60562 0.13468 -0.85
C 0.25527 -1.36151 -1.68811 -0.12
N 0.22633 1.29834 0.62074 0.12
O -1.79894 -0.47392 -1.36371 -0.62
H 0.73487 3.38310 0.17782 0.32
C 1.03783 0.18942 2.88430 -0.57
H -0.90718 0.43505 2.00660 0.28
C 1.16742 -0.60234 -0.79734 -0.75
H -0.47734 2.71977 -0.94612 0.34
C -1.53947 -2.04933 -3.13259 -0.86
```

The gap between HOMO and LUMO (alpha / beta) comes out at 8.726 / 8.726 eV. The HOMO energy (alpha / beta) comes out at -12.5 / -12.5 eV. The calculation puts the largest force on an atom at 3.48 eV/Å. The charge is +1.


Formula: C22H24N3O4
Source: the Open Molecules 2025 dataset
Level of theory: ωB97M-V with the def2-TZVPD basis set

```
53
Properties=species:S:1:pos:R:3:mulliken_charge:R:1
C 3.28084 -3.28315 -0.23263 -0.72
C -4.29154 0.56223 1.38530 -0.34
H 1.85746 0.07044 2.58244 0.45
O -0.72117 -4.15818 -0.12873 -0.61
H -3.96376 -1.32578 2.37141 0.29
N 1.81608 1.56859 -0.75721 0.50
H 3.91847 2.70845 -2.96741 0.50
C -4.19779 -0.24229 -2.80017 -1.44
H -5.14711 -1.37581 1.06069 0.38
H -2.47129 1.04496 -2.99203 0.33
H -4.90648 0.57677 -2.71653 0.33
H -2.09980 -0.61410 -2.43385 0.35
C -0.56133 1.09173 -0.89286 -0.11
C 1.63195 2.04378 2.03487 -1.49
O -3.07724 1.17087 1.81967 -0.51
C -2.81603 0.21422 -2.36257 -0.31
C -1.95748 1.20188 1.08274 0.14
C 4.02453 1.61073 -1.04806 -0.58
H 4.70668 -1.75110 0.17859 0.41
C 1.37692 -1.45062 0.62770 0.42
N -0.40659 -3.01735 0.09434 0.91
C 1.00614 -2.70696 0.16822 -0.72
H 5.07516 1.45777 -0.90255 0.52
C 0.42956 1.69208 1.21694 1.25
C 1.94275 -3.63752 -0.25475 -0.63
C -1.81959 0.96612 -0.31382 0.57
H 1.61518 -4.60530 -0.60151 0.54
H 4.02906 -3.98723 -0.55877 0.42
N 2.47445 0.81780 2.23972 -0.03
C -0.81971 1.55093 1.80467 -0.97
C 2.71698 -1.09370 0.62852 0.65
C 3.01936 1.20258 -0.19954 -0.29
H -0.95188 1.73506 2.85932 0.47
H -4.58864 0.94297 0.40710 0.20
H 0.58907 -0.78259 0.94211 0.58
C -4.19616 -0.95692 1.37521 -0.70
H -0.43389 0.90723 -1.94644 0.75
H -4.53519 -1.06193 -2.17220 0.31
O -2.91943 0.64011 -1.01197 -0.40
C 0.55777 1.44722 -0.14893 -0.70
C 2.06594 2.21901 -1.92516 -0.30
C 3.66201 -2.02157 0.19274 -0.89
H 4.24655 0.27119 1.20068 0.66
H 1.26757 2.63547 -2.50488 0.52
O -1.17694 -2.09001 0.24442 -0.52
H 1.32822 2.41908 3.01269 0.59
H 3.17474 1.00755 2.96202 0.47
H -4.16346 -0.57616 -3.83265 0.44
H -3.41903 -1.28928 0.69247 0.05
H 2.25395 2.79190 1.53723 0.31
H -5.01796 0.89178 2.13273 0.39
C 3.17458 0.30532 0.98457 -0.35
C 3.41749 2.26175 -2.13386 -1.11
```

The gap between HOMO and LUMO comes out at 7.513 eV. The HOMO energy comes out at -10.9 eV. The calculation puts the largest force on an atom at 1.21 eV/Å. The charge is +1.


Calculated values (eV) of E for the records, taken in order: -14533.267, -35854.518.
Calculated values (kcal per mole) of ΔE to the lowest compared entry with this formula, charge and spin for the records, taken in order: 122.8, 6.3.